(1)
Computed, not measured: C7H8CoN2O4S as an isolated structure in a non-equilibrium geometry, with ωB97M-V with the def2-TZVPD basis set.

Structure (ORCA input):
```
! RIJCOSX wB97M-V def2-TZVPD def2/J DEFGRID3
* xyz 2 4
Co -0.1615 1.3582 -0.2712
O 0.1853 -3.7691 0.7761
C -0.4169 -2.7993 0.6114
C -0.3997 0.9585 -2.0229
O -0.5863 0.9652 -3.1567
C 0.3382 1.6660 1.4372
O 0.6102 2.1418 2.4522
C 1.6365 0.6383 -0.5233
O 2.7492 0.4208 -0.7429
C -3.2006 -3.0609 1.1210
N -3.2222 -1.7053 0.4856
C -2.8160 -0.5771 1.1036
S -1.9890 0.6638 0.2354
N -3.1772 -0.3815 2.4091
C -4.4121 -0.9671 3.0053
H -3.1331 -2.9791 2.2212
H -2.3426 -3.6603 0.7499
H -4.1297 -3.6065 0.8467
H -3.0768 -1.7318 -0.5262
H -2.9333 0.5298 2.7900
H -4.1526 -1.5257 3.9251
H -5.1077 -0.1392 3.2850
H -4.9027 -1.6302 2.2926
*
```

## Properties
**Kohn-Sham gap (spin up / spin down)**: 8.44 / 6.69 eV
**HOMO level (spin up / spin down)**: -0.6388 / -0.6522 hartree
**<S²>**: 3.79
**Energy relative to the best compared isomer or geometry (same formula, charge and spin)**: 0.0000 eV
**Max |F|**: 8.21 eV Å⁻¹

Here are the Löwdin charges for atoms 1 to 8, given in e: 0.09, 0.10, 0.05, -0.10, 0.26, -0.09, 0.25, 0.01

=====

(2)
Computed, not measured: a 11-piece molecular cluster, C50H138N25O7P7 overall in a non-equilibrium geometry, with ωB97M-V with the def2-TZVPD basis set.

Structure (ORCA input):
```
! RIJCOSX wB97M-V def2-TZVPD def2/J DEFGRID3
* xyz 0 1
C -1.2664 -5.8879 -4.0035
N -0.5227 -6.0005 -5.2587
C -1.1436 -5.2614 -6.3186
P 0.1025 -7.5465 -5.6388
O -0.9306 -8.5658 -6.0387
N 1.3206 -7.2212 -6.7865
C 2.1791 -6.0518 -6.7583
C 1.9237 -8.4442 -7.3743
N 1.0298 -8.0248 -4.2873
C 1.1627 -9.4348 -3.8942
C 1.9242 -7.1332 -3.5763
H -2.0682 -6.6165 -3.8832
H -1.6090 -4.8564 -3.9218
H -0.4906 -6.1447 -3.2822
H -0.4550 -5.1224 -7.1520
H -1.3810 -4.2507 -5.9866
H -2.0405 -5.7654 -6.6786
H 2.6440 -5.9802 -7.7416
H 1.5828 -5.1505 -6.6166
H 2.9338 -6.1516 -5.9782
H 2.6539 -8.9544 -6.7459
H 1.1557 -9.1992 -7.5424
H 2.4854 -8.2224 -8.2817
H 1.9456 -9.5314 -3.1419
H 0.1887 -9.7172 -3.4947
H 1.4221 -10.0351 -4.7662
H 1.7246 -7.0840 -2.5058
H 1.7727 -6.1225 -3.9552
H 2.9632 -7.3871 -3.7861
C 2.9315 1.4197 5.4292
N 3.4636 2.7902 5.4154
C 4.8520 2.9405 5.0101
P 2.3969 4.0996 5.6054
O 0.8904 3.8517 5.7208
N 3.0090 4.8753 6.9832
C 4.3743 5.2740 7.0678
C 2.4553 4.4535 8.2843
N 2.8837 5.2030 4.3800
C 3.0366 4.6933 3.0352
C 2.4025 6.6059 4.4769
H 3.5054 0.8512 4.6973
H 1.8860 1.4124 5.1212
H 3.0198 1.0501 6.4509
H 5.1716 2.1183 4.3699
H 5.5490 2.8326 5.8412
H 5.0653 3.9364 4.6216
H 4.4819 6.1148 7.7530
H 4.9459 4.4090 7.4043
H 4.7360 5.6853 6.1253
H 3.0041 5.0893 8.9792
H 1.3700 4.5534 8.2729
H 2.7071 3.4002 8.4076
H 2.1172 4.9355 2.5023
H 3.8743 5.2111 2.5681
H 3.2343 3.6282 2.9139
H 2.8422 7.0934 5.3471
H 1.3507 6.5015 4.7430
H 2.5669 7.2100 3.5846
C 0.2274 0.7226 2.2005
N -0.1603 -0.5749 1.6550
C -0.8565 -1.4914 2.4974
P -0.1464 -0.6945 -0.0930
O 0.9410 0.1606 -0.6434
N 0.0023 -2.3715 -0.3064
C 1.1163 -3.1070 0.2969
C -0.4458 -2.9327 -1.6281
N -1.7660 -0.2994 -0.4754
C -2.1008 1.1214 -0.8801
C -2.9696 -1.1341 -0.2238
H 0.7307 0.5502 3.1518
H -0.6358 1.3841 2.2742
H 0.9208 1.2244 1.5255
H -1.8886 -1.1681 2.6327
H -0.3091 -1.4876 3.4400
H -0.8076 -2.4952 2.0754
H 1.9093 -3.1189 -0.4508
H 1.5066 -2.6142 1.1874
H 0.8564 -4.1060 0.6469
H -0.7409 -2.1599 -2.3380
H 0.4433 -3.4257 -2.0213
H -1.2483 -3.6322 -1.3939
H -1.7557 1.3626 -1.8854
H -3.1724 1.3054 -0.8035
H -1.5554 1.8228 -0.2486
H -3.8296 -0.7747 -0.7888
H -3.0805 -1.3475 0.8393
H -2.7654 -2.0948 -0.6966
C -4.8296 -4.8898 -2.1130
N -5.7618 -3.8079 -2.0284
C -6.1872 -3.3879 -0.6463
P -6.9380 -3.5513 -3.2601
O -8.1417 -4.4310 -3.1325
N -7.1952 -1.8672 -3.2262
C -8.5997 -1.3639 -3.4809
C -6.1889 -0.8985 -2.8621
N -6.0925 -3.7689 -4.7187
C -4.8926 -3.1095 -5.0771
C -6.6664 -4.5824 -5.7603
H -3.9673 -4.6855 -1.4783
H -4.4473 -5.1822 -3.0910
H -5.2996 -5.8270 -1.8148
H -6.9090 -2.5736 -0.7107
H -5.3580 -2.9967 -0.0570
H -6.6935 -4.1988 -0.1227
H -9.1512 -2.2085 -3.8939
H -9.1092 -1.0530 -2.5688
H -8.5093 -0.4674 -4.0943
H -6.3763 -0.6272 -1.8232
H -5.1680 -1.2805 -2.8682
H -6.3174 -0.0605 -3.5472
H -4.4441 -3.5280 -5.9781
H -5.0102 -2.0367 -5.2305
H -4.2188 -3.3292 -4.2491
H -5.9656 -5.3339 -6.1239
H -6.9550 -4.0546 -6.6692
H -7.4772 -5.1682 -5.3272
C 2.4759 7.6518 0.3093
N 1.5875 6.9160 -0.6143
C 0.2207 7.4266 -0.6447
P 2.0930 5.4216 -1.1958
O 3.3119 4.8491 -0.5576
N 0.7237 4.4131 -1.2012
C 0.1714 4.0898 0.1455
C 0.6004 3.3371 -2.1641
N 2.2899 5.8214 -2.8573
C 3.6090 6.4053 -3.2546
C 1.1771 6.2925 -3.7498
H 3.2527 8.2219 -0.2003
H 2.9285 7.0621 1.1065
H 1.9156 8.5473 0.5780
H -0.4421 7.0134 0.1157
H -0.2204 7.0847 -1.5810
H 0.1881 8.5123 -0.5541
H 0.5277 4.7331 0.9501
H -0.9128 4.1330 0.0426
H 0.4586 3.0553 0.3333
H -0.4183 2.9506 -2.1955
H 0.7853 3.7493 -3.1560
H 1.3776 2.5933 -1.9881
H 3.4947 7.4884 -3.2106
H 4.3906 6.0578 -2.5790
H 3.9131 6.1302 -4.2645
H 1.3792 5.9895 -4.7772
H 1.0810 7.3621 -3.5631
H 0.2212 5.8855 -3.4201
C 4.1211 -1.3525 -0.1162
N 4.5374 -0.4688 1.0684
C 3.4751 0.3405 1.6248
P 5.9487 -0.7759 2.0374
O 6.3696 0.2759 2.9863
N 5.5901 -2.2737 2.8863
C 5.3428 -3.5594 2.1715
C 6.1271 -2.5184 4.2487
N 7.2358 -1.2270 0.9609
C 8.4681 -2.0615 1.2854
C 7.3659 -0.4439 -0.2936
H 5.0470 -1.7478 -0.5341
H 3.5583 -0.8364 -0.8940
H 3.5205 -2.1925 0.2327
H 2.6322 -0.2981 1.8889
H 3.2164 1.1386 0.9289
H 3.9150 0.8121 2.5036
H 5.0431 -4.3179 2.8946
H 4.4795 -3.3841 1.5296
H 6.2050 -3.8541 1.5733
H 5.8221 -1.6287 4.7996
H 5.6508 -3.3966 4.6847
H 7.2166 -2.5368 4.2765
H 8.8600 -2.6326 0.4438
H 9.3031 -1.4850 1.6837
H 8.1529 -2.8022 2.0204
H 6.4126 -0.1085 -0.7021
H 7.6429 -1.0392 -1.1637
H 8.2252 0.2268 -0.2953
C -3.1790 5.1090 5.1283
N -3.0667 4.7942 3.7007
C -1.8087 4.1454 3.2739
P -4.4509 5.1572 2.6706
O -4.1267 5.4597 1.2479
N -5.3847 3.6806 2.7869
C -5.8397 3.2369 4.1327
C -6.1201 3.0943 1.6270
N -5.3192 6.3804 3.4831
C -4.7001 7.6554 3.9736
C -6.7632 6.5253 3.5071
H -2.3787 4.5799 5.6456
H -4.1456 4.8515 5.5613
H -3.0226 6.1534 5.3980
H -0.9256 4.7322 3.5266
H -1.8319 3.9253 2.2066
H -1.7461 3.1913 3.7972
H -5.0014 2.7153 4.5945
H -5.8254 4.1348 4.7505
H -6.6631 2.5229 4.1180
H -5.3875 3.0956 0.8200
H -6.4145 2.0687 1.8497
H -6.9646 3.7302 1.3611
H -5.0171 7.9752 4.9662
H -3.6161 7.5650 3.9035
H -4.9130 8.3578 3.1677
H -7.1155 5.5053 3.3530
H -7.1949 7.2332 2.7995
H -7.0720 6.7627 4.5251
C 2.1293 -0.1077 -3.6787
C 1.2857 -1.0615 -4.3497
N 0.5835 -1.8162 -4.8983
H 1.5878 0.5290 -2.9791
H 2.4645 0.6085 -4.4290
H 2.9855 -0.5410 -3.1617
C -0.7641 -5.1679 4.5208
C 0.6406 -5.2552 4.1013
N 1.7440 -5.2790 3.7854
H -1.4131 -5.9073 4.0516
H -1.2532 -4.2038 4.3816
H -0.6819 -5.3288 5.5957
C -3.0322 0.1910 -4.4486
C -2.3339 1.4661 -4.5826
N -1.6575 2.4232 -4.7115
H -2.3351 -0.6398 -4.5576
H -3.7721 0.0820 -5.2416
H -3.5710 0.1880 -3.5011
C 3.1793 -5.8394 0.7530
C 4.0535 -5.4843 -0.3633
N 4.7417 -5.1410 -1.2627
H 2.8691 -4.9063 1.2233
H 3.6714 -6.4605 1.5014
H 2.3269 -6.4633 0.4844
*
```

## Properties
**Kohn-Sham gap**: 7.82 eV
**HOMO level**: -0.2898 hartree
**Energy relative to the best compared isomer or geometry (same formula, charge and spin)**: 3.3744 eV
**Max |F|**: 4.00 eV Å⁻¹

Here are the Löwdin charges for atoms 1 to 8, given in e: -0.10, -0.31, -0.14, 0.60, -0.30, -0.30, -0.12, -0.11

=====

(3)
Computed, not measured: C36H65BaN2O7P2S2Si as an isolated structure, with ωB97M-V with the def2-TZVPD basis set.

Structure (ORCA input):
```
! RIJCOSX wB97M-V def2-TZVPD def2/J DEFGRID3
* xyz -1 1
Ba -0.3168 0.3345 0.0984
C -3.2734 -7.0181 1.1873
C -2.7129 -5.7402 1.7530
C -2.2817 -4.7189 0.9144
C -1.7576 -3.5444 1.4326
C -1.6694 -3.3789 2.8050
C -2.0869 -4.3908 3.6590
C -2.6063 -5.5615 3.1315
S -1.0704 -1.8493 3.4933
O -0.4716 -2.1872 4.7701
O -2.2012 -0.9435 3.5520
N -0.0587 -1.2684 2.4275
C 1.1507 -1.8794 2.1779
C 1.6773 -3.0108 2.8343
C 2.9175 -3.4773 2.4580
C 3.6331 -2.8346 1.4515
C 3.0411 -1.7364 0.8589
N 1.8445 -1.2715 1.1998
H -3.3349 -6.9705 0.1007
H -4.2747 -7.2150 1.5761
H -2.6466 -7.8725 1.4522
H -2.3549 -4.8164 -0.1605
H -1.4207 -2.7713 0.7531
H -1.9937 -4.2545 4.7286
H -2.9323 -6.3525 3.7986
H 1.1273 -3.4849 3.6328
H 3.3329 -4.3458 2.9561
H 4.6092 -3.1752 1.1355
H 3.5441 -1.1856 0.0715
C -4.1305 0.8003 -1.0289
C -3.9574 -0.6917 -0.7729
C -4.1431 -1.0129 0.7030
C -4.9665 -1.4796 -1.6010
O -2.5878 -1.0281 -1.0973
Si -1.9425 -1.8690 -2.3937
S 0.0788 -1.8731 -2.1720
O -2.6930 -3.3504 -2.3300
C -2.8432 -4.3233 -3.3648
C -1.5901 -4.4198 -4.2303
C -4.0588 -3.9640 -4.2167
C -3.0825 -5.6563 -2.6644
O -2.5602 -1.2069 -3.7874
C -2.0888 -0.1905 -4.6731
C -1.4641 0.9658 -3.9054
C -3.3207 0.2875 -5.4343
C -1.0720 -0.7949 -5.6371
H -5.1128 1.1311 -0.6815
H -4.0563 1.0101 -2.0980
H -3.3596 1.3835 -0.5163
H -5.1396 -0.7103 1.0349
H -3.4080 -0.4975 1.3225
H -4.0321 -2.0846 0.8707
H -5.9693 -1.1400 -1.3304
H -4.8875 -2.5460 -1.3963
H -4.8175 -1.3164 -2.6692
H -1.4205 -3.4882 -4.7693
H -1.7010 -5.2274 -4.9585
H -0.7154 -4.6123 -3.6090
H -3.9116 -2.9898 -4.6811
H -4.9546 -3.9206 -3.5938
H -4.2133 -4.7146 -4.9960
H -2.1981 -5.9494 -2.0963
H -3.3013 -6.4397 -3.3934
H -3.9281 -5.5698 -1.9784
H -2.1599 1.3597 -3.1626
H -1.1979 1.7799 -4.5840
H -0.5606 0.6435 -3.3904
H -4.0477 0.7145 -4.7404
H -3.7898 -0.5512 -5.9526
H -3.0506 1.0491 -6.1689
H -0.2301 -1.2026 -5.0757
H -0.7027 -0.0354 -6.3304
H -1.5351 -1.5967 -6.2171
C 1.5165 3.7906 3.1404
P 1.1047 2.0246 2.8156
C 2.6626 1.2374 3.3744
C 0.0459 1.6455 4.2724
C -1.3896 2.1751 4.1906
P -2.2182 1.9799 2.5333
C -2.3282 3.7425 2.0175
C -3.9502 1.7444 3.0986
H 1.9004 3.9361 4.1538
H 0.6276 4.4097 3.0091
H 2.2676 4.1308 2.4253
H 2.9731 1.6099 4.3543
H 3.4556 1.4247 2.6489
H 2.5116 0.1593 3.4314
H 0.5364 2.0058 5.1837
H 0.0240 0.5559 4.3267
H -1.4304 3.2343 4.4654
H -2.0004 1.6333 4.9155
H -2.7445 4.3762 2.8065
H -2.9503 3.8094 1.1242
H -1.3382 4.1041 1.7362
H -4.2380 2.4978 3.8370
H -4.0456 0.7487 3.5312
H -4.6200 1.8177 2.2395
C 3.3148 2.9717 -1.8167
C 3.6781 1.7072 -2.5944
C 2.6758 0.7192 -2.0253
O 2.5814 1.0497 -0.6308
C 2.9677 2.4157 -0.4382
H 2.4260 3.4291 -2.2520
H 4.1175 3.7085 -1.7768
H 4.6993 1.3888 -2.3667
H 3.5815 1.8205 -3.6740
H 2.9670 -0.3284 -2.1011
H 1.6981 0.8377 -2.4985
H 3.8317 2.4275 0.2367
H 2.1428 2.9579 0.0261
C -1.4255 4.1495 -1.6237
C -0.9595 2.8201 -1.0348
O 0.1369 2.4258 -1.4892
H -2.4339 4.0230 -2.0307
H -0.7511 4.5303 -2.4011
H -1.5099 4.8819 -0.8142
*
```

## Properties
**Kohn-Sham gap**: 6.19 eV
**HOMO level**: -0.1457 hartree
**Energy relative to the best compared isomer or geometry (same formula, charge and spin)**: 0.0362 eV
**Max |F|**: 0.19 eV Å⁻¹

Here are the Löwdin charges for atoms 1 to 8, given in e: 1.51, -0.05, -0.27, -0.01, -0.04, -0.27, -0.06, -0.05

=====

(4)
Computed, not measured: a 2-piece molecular cluster, C2H6N3O2 overall in a non-equilibrium geometry, with ωB97M-V with the def2-TZVPD basis set.

Structure (ORCA input):
```
! RIJCOSX wB97M-V def2-TZVPD def2/J DEFGRID3
* xyz 1 1
C -2.6902 0.0289 -0.3646
C -0.0624 -0.5090 0.0017
N 0.0631 -1.8048 0.1599
N -0.3987 0.2519 0.9943
N -0.6119 1.6484 0.5458
O -3.0222 -1.0021 -0.5011
O 0.2704 0.0388 -1.1817
H -0.5188 2.3804 1.2758
H -0.4047 -2.1343 0.9212
H 0.4442 -2.5867 -0.4173
H 0.0455 1.8645 -0.1780
H -1.7589 1.5754 0.3225
H 1.0337 -0.2579 -1.6217
*
```

## Properties
**Kohn-Sham gap**: 11.29 eV
**HOMO level**: -0.5335 hartree
**Energy relative to the best compared isomer or geometry (same formula, charge and spin)**: 0.9398 eV
**Max |F|**: 4.06 eV Å⁻¹

Here are the Löwdin charges for atoms 1 to 8, given in e: 0.03, -0.59, 0.22, 0.06, 0.12, 0.18, 0.12, 0.18